No. 1
17
Properties=species:S:1:pos:R:3:mulliken_charge:R:1 method="wB97M-V/def2-TZVPD" spin_multiplicity=6 charge=+2 orbital_gap_ev="6.51 / 7.80"
C -2.80 0.75 0.14 -0.601
O -1.55 0.13 -0.17 -0.302
C -1.56 -1.27 -0.10 0.236
C -0.29 -1.90 -0.20 -0.945
O 0.63 -1.02 -0.54 -0.139
C 2.00 -0.86 0.08 0.034
C 2.21 0.63 0.16 -1.242
Sm 0.34 1.23 -0.70 1.675
H -2.62 1.83 0.22 0.279
H -3.52 0.56 -0.67 0.320
H -3.18 0.36 1.09 0.340
H -2.39 -1.75 -0.63 0.502
H 2.67 -1.39 -0.62 0.293
H 1.95 -1.39 1.04 0.319
H 3.07 0.96 -0.45 0.451
H 2.35 0.97 1.19 0.394
H -1.19 -2.02 0.98 0.388

---

No. 2
156
Properties=species:S:1:pos:R:3:mulliken_charge:R:1 method="wB97M-V/def2-TZVPD" smiles="C[C@H]1COC(=O)O1.C[C@H]1COC(=O)O1.C[C@H]1COC(=O)O1.C[C@H]1COC(=O)O1.C[C@H]1COC(=O)O1.C[C@H]1COC(=O)O1.C[C@H]1COC(=O)O1.C[C@H]1COC(=O)O1.C[C@H]1COC(=O)O1.C[C@H]1COC(=O)O1.C[C@H]1COC(=O)O1.C[C@H]1COC(=O)O1" orbital_gap_ev=10.13 de_lowest_kcal_mol=35.3
C -2.69 -4.82 5.43 -1.517
C -2.90 -4.07 4.13 0.589
C -1.71 -3.21 3.71 0.516
O -1.56 -3.47 2.32 0.273
C -2.32 -4.54 1.98 0.223
O -2.40 -4.96 0.86 -0.556
O -3.00 -5.00 3.03 -0.400
H -3.52 -5.46 5.68 0.359
H -2.42 -4.12 6.22 0.318
H -1.79 -5.43 5.26 0.428
H -3.82 -3.47 4.14 0.140
H -0.82 -3.50 4.27 -0.163
H -1.90 -2.14 3.87 -0.125
C 2.17 -1.11 2.88 -0.962
C 2.46 -2.57 2.84 0.390
C 3.72 -2.99 3.64 -0.403
O 3.25 -4.03 4.50 -0.405
C 1.91 -4.09 4.48 0.485
O 1.23 -4.78 5.17 -0.514
O 1.41 -3.23 3.56 -0.089
H 2.12 -0.70 3.89 0.407
H 1.26 -0.84 2.35 -0.189
H 2.99 -0.51 2.45 0.360
H 2.54 -3.00 1.84 0.214
H 4.13 -2.18 4.24 0.222
H 4.47 -3.41 2.97 0.369
C 0.35 2.56 -6.45 -1.344
C 1.42 2.59 -7.52 0.535
C 2.04 1.24 -7.90 0.436
O 1.84 1.16 -9.33 -0.397
C 1.15 2.22 -9.77 0.593
O 0.87 2.44 -10.90 -0.532
O 0.79 3.02 -8.73 -0.420
H -0.07 3.57 -6.45 0.418
H 0.72 2.39 -5.43 0.282
H -0.44 1.84 -6.65 0.321
H 2.21 3.27 -7.21 0.235
H 1.52 0.38 -7.50 -0.314
H 3.12 1.25 -7.76 0.226
C 1.67 6.57 4.77 -1.248
C 0.92 6.74 3.48 0.321
C 1.84 6.94 2.27 -0.431
O 1.38 5.99 1.31 -0.353
C 0.61 5.08 1.91 0.429
O 0.25 4.04 1.43 -0.418
O 0.30 5.45 3.17 -0.198
H 1.05 6.26 5.61 0.312
H 2.23 7.48 5.01 0.401
H 2.45 5.81 4.63 0.236
H 0.09 7.44 3.52 0.375
H 2.89 6.75 2.49 0.167
H 1.75 7.95 1.85 0.385
C -4.11 -0.14 3.90 -1.104
C -4.47 -0.21 5.36 0.713
C -5.96 0.02 5.66 -0.471
O -6.33 -1.03 6.53 -0.353
C -5.29 -1.89 6.69 0.591
O -5.31 -2.84 7.40 -0.519
O -4.28 -1.55 5.87 -0.201
H -4.61 -0.91 3.32 0.458
H -3.04 -0.17 3.70 -0.300
H -4.46 0.84 3.54 0.489
H -3.88 0.50 5.95 0.083
H -6.57 0.00 4.75 0.309
H -6.12 0.98 6.14 0.309
C 4.25 1.41 0.38 -1.164
C 3.61 2.66 0.93 0.878
C 3.10 2.58 2.37 0.082
O 3.31 3.93 2.83 -0.224
C 4.35 4.45 2.11 0.403
O 4.82 5.52 2.32 -0.600
O 4.72 3.59 1.15 -0.428
H 4.80 1.68 -0.52 0.014
H 3.51 0.62 0.22 0.222
H 4.94 1.01 1.13 0.423
H 2.89 3.17 0.28 0.334
H 3.70 1.87 2.94 0.446
H 2.05 2.34 2.41 -0.436
C 0.60 -1.84 -5.29 -0.261
C 0.43 -2.98 -6.25 0.488
C -1.03 -3.46 -6.37 0.182
O -1.38 -3.17 -7.72 -0.400
C -0.36 -2.55 -8.36 0.565
O -0.43 -2.12 -9.46 -0.509
O 0.73 -2.52 -7.58 -0.423
H 0.43 -0.88 -5.78 0.452
H 1.60 -1.74 -4.87 -0.113
H -0.04 -1.82 -4.41 -0.655
H 1.11 -3.80 -6.02 0.428
H -1.71 -2.92 -5.71 -0.207
H -1.16 -4.53 -6.20 0.274
C -4.93 0.65 -2.11 -1.164
C -5.15 -0.50 -3.08 0.598
C -4.38 -1.78 -2.74 1.397
O -5.38 -2.79 -2.65 -0.387
C -6.62 -2.22 -2.66 0.509
O -7.62 -2.83 -2.49 -0.530
O -6.52 -0.91 -2.89 -0.388
H -4.68 0.25 -1.13 0.195
H -5.81 1.28 -2.09 0.456
H -4.03 1.22 -2.39 0.257
H -4.99 -0.21 -4.11 0.321
H -3.74 -1.70 -1.86 -0.856
H -3.72 -2.10 -3.55 -0.371
C -1.53 3.50 7.04 -1.683
C -0.78 3.48 5.73 1.021
C 0.55 2.74 5.78 -0.570
O 0.61 2.10 4.51 -0.255
C -0.64 1.99 4.01 0.686
O -0.94 1.39 3.03 -0.429
O -1.51 2.67 4.78 -0.339
H -1.72 2.47 7.37 0.353
H -2.39 4.15 7.06 0.395
H -0.84 3.82 7.84 0.390
H -0.68 4.47 5.28 -0.085
H 0.58 1.98 6.57 0.298
H 1.38 3.43 5.92 0.338
C -1.57 -1.01 0.42 -0.933
C -1.42 0.26 -0.39 0.862
C -0.21 1.12 0.02 0.523
O 0.63 1.10 -1.13 -0.118
C 0.00 0.51 -2.16 0.312
O 0.41 0.46 -3.28 -0.663
O -1.13 -0.10 -1.75 0.185
H -0.77 -1.73 0.25 0.026
H -2.48 -1.55 0.12 0.257
H -1.68 -0.80 1.48 0.259
H -2.35 0.83 -0.28 0.061
H 0.32 0.70 0.87 -0.815
H -0.53 2.13 0.29 0.063
C -1.42 -3.66 -2.64 -1.048
C -0.02 -3.68 -2.07 1.495
C 0.15 -4.76 -1.00 0.224
O 1.30 -5.48 -1.43 -0.429
C 1.65 -5.10 -2.68 0.421
O 2.48 -5.65 -3.32 -0.563
O 0.94 -4.03 -3.08 -0.257
H -1.56 -2.91 -3.42 -0.418
H -2.14 -3.43 -1.84 0.481
H -1.67 -4.61 -3.12 0.443
H 0.21 -2.67 -1.71 -0.638
H -0.70 -5.44 -1.01 0.256
H 0.24 -4.32 -0.01 0.045
C 3.87 0.17 -4.50 -1.623
C 4.64 0.66 -3.29 1.206
C 6.10 0.19 -3.27 -0.411
O 6.83 1.37 -2.93 -0.370
C 6.07 2.46 -3.17 0.709
O 6.45 3.58 -3.17 -0.548
O 4.78 2.09 -3.38 -0.386
H 2.83 0.50 -4.40 0.182
H 3.94 -0.92 -4.56 0.443
H 4.30 0.55 -5.43 0.345
H 4.09 0.44 -2.37 -0.133
H 6.44 -0.15 -4.25 0.313
H 6.27 -0.56 -2.51 0.324